(1)
{"formula": "C2H9N3O", "method": "the ωB97M-V functional and the def2-TZVPD basis", "symbols": ["C", "C", "N", "N", "N", "O", "H", "H", "H", "H", "H", "H", "H", "H", "H"], "xyz": [[0.56, 0.23, 0.00], [-0.77, 0.11, 0.01], [1.17, 1.44, 0.16], [1.51, -0.82, 0.18], [-1.57, -1.14, -0.14], [-1.64, 1.18, -0.13], [0.54, 2.26, 0.55], [1.93, 1.74, -0.47], [1.38, -1.36, 1.02], [2.37, -0.25, 0.13], [1.33, -1.45, -0.68], [-2.32, -0.82, -0.78], [-1.11, -1.93, -0.57], [-2.09, -1.30, 0.73], [-1.30, 2.13, -0.02]], "homo_energy_ev": -18.2, "lumo_energy_ha": -0.311, "total_energy_ev": -8717.97913, "smiles": "N/C([NH3+])=C(/[NH3+])O", "orbital_gap_ev": 9.7, "charge": 2, "multiplicity": 1, "de_lowest_ev": 1.583}

(2)
{"formula": "C2H9N3O2", "method": "the ωB97M-V functional and the def2-TZVPD basis", "symbols": ["C", "N", "N", "H", "H", "H", "H", "H", "H", "C", "N", "O", "O", "H", "H", "H"], "xyz": [[-1.40, 0.47, 0.95], [-0.32, 0.66, 0.00], [1.24, 1.82, 0.35], [-0.60, 1.22, -0.80], [1.48, 1.27, 1.19], [2.06, 1.70, -0.25], [-2.17, -0.20, 0.54], [-1.02, 0.01, 1.87], [-1.85, 1.43, 1.21], [0.65, -0.64, -0.54], [-0.29, -1.50, -1.25], [1.01, -1.29, 0.66], [1.63, -0.14, -1.20], [0.25, -1.83, 0.92], [-0.91, -0.92, -1.80], [0.25, -2.08, -1.88]], "homo_energy_ev": [-8.5, -8.5], "lumo_energy_ha": [-0.034, -0.033], "total_energy_ev": -10781.34309, "orbital_gap_ev": [7.6, 7.6], "multiplicity": 1, "de_lowest_ev": 4.699}

(3)
{"formula": "C2H9N3O3PS", "method": "the ωB97M-V functional and the def2-TZVPD basis", "symbols": ["C", "C", "N", "N", "N", "O", "O", "O", "P", "S", "H", "H", "H", "H", "H", "H", "H", "H", "H"], "xyz": [[-0.79, 0.22, -2.95], [0.17, 0.54, -1.78], [1.97, 0.04, 0.24], [-0.56, -1.07, 1.06], [0.08, 1.64, 1.85], [0.85, -0.43, 3.17], [1.13, -2.00, -1.01], [-1.58, 0.19, 3.15], [0.78, -0.64, -0.66], [-0.28, 0.23, 2.50], [-1.77, 0.15, -2.52], [-0.63, 1.19, -3.63], [-0.62, -0.60, -3.64], [-0.29, 1.34, -1.18], [2.29, -0.68, 0.89], [1.68, 1.04, 0.60], [-1.55, -1.31, 0.91], [-0.11, -2.01, 1.29], [-0.79, 2.14, 1.72]], "homo_energy_ev": -3.7, "lumo_energy_ha": 0.130, "total_energy_ev": -32957.30330, "orbital_gap_ev": 7.3, "charge": -1, "multiplicity": 1, "de_lowest_ev": 0.201}

(4)
{"formula": "C2H9N3S2", "method": "the ωB97M-V functional and the def2-TZVPD basis", "symbols": ["N", "C", "N", "N", "H", "H", "H", "H", "H", "C", "S", "S", "H", "H", "H", "H"], "xyz": [[-2.02, -0.54, -0.61], [-1.01, -1.47, -0.44], [-1.19, -2.69, -1.15], [0.02, -1.35, 0.31], [-1.65, 0.40, -0.72], [-2.57, -0.69, -1.44], [-2.15, -2.97, -1.07], [-0.56, -3.34, -0.70], [-0.08, -0.57, 0.95], [2.18, 1.35, 1.21], [0.53, 2.09, 1.37], [0.09, 2.54, -0.57], [2.13, 0.42, 0.66], [2.53, 1.16, 2.22], [2.86, 2.01, 0.67], [0.88, 3.64, -0.69]], "homo_energy_ev": -9.0, "lumo_energy_ha": 0.018, "total_energy_ev": -28361.02106, "smiles": "N=C(N)N.CSS", "orbital_gap_ev": 9.4, "multiplicity": 1, "de_lowest_ev": 0.113}

Number 1: F_max 3.7 eV/A, molecular weight 91.1 g/mol. Number 2: F_max 3.5 eV/A, molecular weight 107.1 g/mol. Number 3: F_max 3.4 eV/A, molecular weight 186.2 g/mol. Number 4: F_max 1.2 eV/A, molecular weight 139.2 g/mol.